A single C5H7N molecule. Source: the OMol25 dataset; level of theory: wB97M-V/def2-TZVPD.

Structure (XYZ):
```
13
Properties=species:S:1:pos:R:3:mulliken_charge:R:1
C 1.834 -0.144 1.078 -0.330
N 1.367 0.392 0.040 -0.431
C 0.417 -0.487 -0.620 -0.235
C -0.697 0.257 -1.217 -0.355
C -1.196 0.938 0.032 -0.508
C -0.963 -0.538 -0.001 -0.243
H 2.041 0.497 1.926 0.282
H 1.876 -1.234 1.190 0.292
H 0.762 -1.443 -1.029 0.414
H -1.034 0.274 -2.236 0.343
H -0.540 1.564 0.639 0.199
H -2.225 1.285 0.001 0.253
H -1.641 -1.362 0.196 0.318
```

Calculated values
Structure (SMILES): C=N[C@@H]1[C@@H]2C[C@@H]21
Energy relative to the best compared isomer or geometry (same formula, charge and spin) (kcal per mole): 86.1
2S+1: 1
HOMO (eV): -9.34
Frontier orbital gap (eV): 10.48

---

A single C3H4FN molecule. Source: the OMol25 dataset; level of theory: wB97M-V/def2-TZVPD.

Structure (XYZ):
```
9
Properties=species:S:1:pos:R:3:mulliken_charge:R:1
C -2.037 0.452 0.142 -1.093
C -0.761 0.474 -0.125 0.783
N 0.480 0.459 -0.260 -0.337
C 1.628 -0.416 -0.069 -0.107
F 2.907 0.103 0.148 -0.246
H -2.595 0.093 -0.615 0.239
H -2.675 0.830 0.850 0.322
H 1.344 -1.011 0.894 0.238
H 1.709 -0.984 -0.966 0.203
```

Calculated values
Structure (SMILES): C=C=NCF
Energy relative to the best compared isomer or geometry (same formula, charge and spin) (kcal per mole): 43.7
2S+1: 1
HOMO (eV): -8.91
Frontier orbital gap (eV): 9.82

---

2 unconnected molecules or ions with the total composition C3H11NS. Source: the OMol25 dataset; level of theory: wB97M-V/def2-TZVPD.

Structure (XYZ):
```
16
Properties=species:S:1:pos:R:3:mulliken_charge:R:1
C 2.055 1.329 -0.456 -1.126
C 0.511 1.473 -0.761 0.073
N 0.457 0.448 -2.059 -0.618
H 2.597 0.641 -1.120 0.359
H 2.436 2.208 -0.909 0.334
H 2.306 1.382 0.541 0.348
H 0.031 1.041 0.123 -0.023
H 0.246 2.539 -0.954 0.249
H 0.628 1.122 -2.841 0.213
H -0.447 0.081 -2.211 0.200
C -1.964 -2.317 1.370 -0.717
S -1.366 -0.869 2.314 -0.178
H -2.786 -2.957 1.646 0.348
H -2.357 -1.781 0.430 0.206
H -1.020 -2.969 1.399 0.247
H -1.326 -1.372 3.487 0.085
```

Calculated values
Structure (SMILES): CCN.CS
Energy relative to the best compared isomer or geometry (same formula, charge and spin) (kcal per mole): 50.0
2S+1: 1
HOMO (eV): -9.07
Frontier orbital gap (eV): 9.96

---

2 unconnected molecules or ions with the total composition H2N2O4P. Source: the OMol25 dataset; level of theory: wB97M-V/def2-TZVPD.

Structure (XYZ):
```
9
Properties=species:S:1:pos:R:3:mulliken_charge:R:1
N 1.273 -0.423 -0.322 -0.596
N -1.290 -0.675 0.172 0.894
O -0.425 0.961 -1.784 -0.567
O -0.913 -1.483 1.007 -0.577
O -2.447 -0.498 -0.170 -0.586
O 0.520 1.960 1.528 -0.737
P -0.130 0.507 -0.423 0.575
H 1.997 0.180 -0.686 0.275
H 1.416 -0.529 0.678 0.317
```

Calculated values
Energy relative to the best compared isomer or geometry (same formula, charge and spin) (kcal per mole): 146.7
2S+1: 1
HOMO (spin up / spin down) (eV): -4.60 / -3.93
Total charge: -1
Frontier orbital gap (spin up / spin down) (eV): 7.54 / 7.45

---

A molecular structure, C34H39As2F6FeN2. Source: the OMol25 dataset; level of theory: wB97M-V/def2-TZVPD.

Structure (XYZ):
```
84
Properties=species:S:1:pos:R:3:mulliken_spin:R:1
Fe 0.169 1.252 0.186 0.815
C -3.804 -2.824 1.490 0.001
C -2.505 -2.813 0.680 0.004
C -1.264 -2.820 1.539 0.003
C -0.796 -4.051 1.985 -0.001
C 0.262 -4.148 2.875 0.001
C 0.833 -2.989 3.367 -0.001
C 0.400 -1.741 2.933 0.006
C 0.943 -0.493 3.568 0.007
C 0.129 -0.073 4.792 0.001
C -0.603 -1.657 1.966 0.012
N -0.921 -0.360 1.432 -0.050
C -1.954 0.221 1.963 0.035
C -2.269 1.549 1.668 0.006
C -3.289 2.386 2.136 0.014
C -3.014 3.644 1.618 -0.001
C -1.836 3.518 0.867 -0.001
N -1.382 2.264 0.887 -0.013
H -3.827 -3.675 2.172 0.000
H -4.668 -2.899 0.827 0.000
H -3.925 -1.921 2.086 -0.001
H -2.486 -3.708 0.054 0.000
H -2.495 -1.962 0.006 -0.002
H -1.285 -4.950 1.628 0.000
H 0.614 -5.117 3.205 0.000
H 1.623 -3.039 4.109 0.000
H 0.930 0.315 2.842 0.037
H 1.984 -0.645 3.861 0.000
H -0.906 0.143 4.520 -0.001
H 0.550 0.827 5.242 0.000
H 0.118 -0.863 5.545 0.000
H -2.556 -0.314 2.696 -0.003
H -4.106 2.098 2.779 0.000
H -3.574 4.553 1.765 0.000
H -1.305 4.301 0.345 -0.003
C -0.290 -0.192 -3.543 -0.009
As -0.647 -0.073 -1.632 -0.007
C -2.590 -0.137 -1.706 0.013
C 0.042 -1.887 -1.289 0.027
C -0.532 -3.052 -1.787 -0.005
C 0.067 -4.278 -1.548 0.000
C 1.252 -4.347 -0.824 0.000
C 1.850 -3.188 -0.361 0.002
C 1.246 -1.957 -0.598 -0.004
As 2.012 -0.253 -0.101 -0.049
C 3.347 -0.725 1.221 -0.004
C 3.178 0.039 -1.633 -0.001
H -0.850 -1.056 -3.901 -0.001
H 0.772 -0.369 -3.709 0.000
H -0.594 0.693 -4.085 0.001
H -2.941 -1.054 -2.178 0.000
H -2.891 0.717 -2.313 0.000
H -3.022 -0.020 -0.715 -0.001
H -1.462 -3.012 -2.345 0.001
H -0.392 -5.185 -1.923 0.000
H 1.710 -5.308 -0.626 0.000
H 2.777 -3.248 0.197 0.000
H 4.145 -1.289 0.740 -0.002
H 2.897 -1.321 2.009 0.002
H 3.751 0.193 1.642 0.001
H 3.733 -0.875 -1.842 0.000
H 3.861 0.853 -1.403 0.000
H 2.584 0.317 -2.502 0.000
F 2.080 3.636 -6.665 0.001
C 1.488 3.410 -5.472 0.021
C 0.120 3.256 -5.422 -0.010
C -0.473 3.007 -4.192 0.023
C 0.278 2.916 -3.021 -0.011
C -0.381 2.694 -1.720 0.139
C 1.655 3.115 -3.115 0.017
C 2.269 3.350 -4.337 -0.012
H -0.463 3.332 -6.330 0.000
H -1.550 2.888 -4.137 0.000
H -1.460 2.622 -1.719 -0.002
H 0.033 3.299 -0.945 -0.001
H 2.254 3.075 -2.215 0.004
H 3.338 3.497 -4.415 0.000
F 2.800 2.577 0.012 0.003
C 1.572 2.777 0.668 -0.001
F 1.212 4.068 0.270 0.001
C 2.000 3.060 2.121 -0.009
F 0.964 3.484 2.850 0.001
F 2.964 3.989 2.192 0.001
F 2.500 1.955 2.715 0.001
```

Calculated values
Energy relative to the best compared isomer or geometry (same formula, charge and spin) (kcal per mole): 5.7
2S+1: 2
HOMO (spin up / spin down) (eV): -7.42 / -7.47
Frontier orbital gap (spin up / spin down) (eV): 7.35 / 7.26

---

6 unconnected molecules or ions with the total composition C25H48N7O. Source: the OMol25 dataset; level of theory: wB97M-V/def2-TZVPD.

Structure (XYZ):
```
81
Properties=species:S:1:pos:R:3:mulliken_charge:R:1
C -0.065 2.169 0.671 -0.731
C 0.081 0.523 0.848 -0.286
N -0.448 -0.268 -0.328 -0.248
N -1.715 -0.786 -0.106 -0.457
C -2.811 0.196 -0.456 -0.429
C -4.050 0.048 0.656 0.121
C -5.164 1.236 0.306 -0.973
O -4.627 -1.312 0.580 -0.468
H 0.964 2.715 0.927 0.127
H -0.459 2.440 -0.416 0.192
H -0.933 2.509 1.416 0.238
H 1.255 0.329 0.933 0.079
H -0.416 0.206 1.866 0.312
H -0.367 0.240 -1.235 0.256
H -3.312 -0.011 -1.510 0.101
H -2.478 1.320 -0.444 0.037
H -3.689 0.259 1.761 0.112
H -6.227 1.000 0.767 0.249
H -4.687 2.235 0.741 0.331
H -5.196 1.365 -0.862 0.202
H -4.138 -1.838 1.286 0.279
C 4.946 1.531 0.622 -0.939
C 5.253 0.842 -0.701 -0.347
C 4.681 1.581 -1.911 -0.454
C 3.212 1.574 -1.926 0.245
N 2.052 1.572 -1.936 -0.462
H 3.870 1.554 0.822 0.181
H 5.426 0.993 1.446 0.422
H 5.320 2.560 0.625 0.100
H 4.872 -0.187 -0.669 0.263
H 6.342 0.776 -0.814 0.384
H 5.047 1.097 -2.824 0.236
H 5.050 2.613 -1.929 0.364
C 3.370 -0.700 -6.074 -1.133
C 3.038 -2.003 -5.358 -0.471
C 3.258 -1.932 -3.847 -0.105
C 4.676 -1.774 -3.497 0.243
N 5.795 -1.645 -3.220 -0.516
H 4.432 -0.452 -5.982 0.336
H 3.140 -0.788 -7.141 0.338
H 2.785 0.131 -5.669 0.296
H 3.635 -2.815 -5.791 0.296
H 1.985 -2.244 -5.548 0.327
H 2.881 -2.856 -3.393 0.283
H 2.674 -1.108 -3.421 0.110
C -1.410 -6.206 1.380 -1.246
C -1.726 -4.776 0.962 -0.391
C -0.501 -3.861 0.974 0.172
C 0.022 -3.646 2.330 0.278
N 0.437 -3.480 3.400 -0.544
H -1.066 -6.253 2.418 0.334
H -2.306 -6.828 1.297 0.360
H -0.635 -6.640 0.740 0.304
H -2.508 -4.373 1.617 0.200
H -2.138 -4.795 -0.055 0.371
H -0.782 -2.892 0.545 -0.178
H 0.284 -4.276 0.332 0.295
C -7.991 -2.103 0.427 -0.793
C -9.449 -1.791 0.737 -0.450
C -10.077 -0.808 -0.252 -0.425
C -9.479 0.531 -0.164 0.290
N -9.004 1.587 -0.098 -0.433
H -7.362 -1.212 0.518 0.071
H -7.610 -2.853 1.128 0.311
H -7.881 -2.501 -0.587 0.286
H -9.525 -1.401 1.760 0.288
H -10.018 -2.728 0.708 0.305
H -11.150 -0.732 -0.039 0.283
H -9.983 -1.194 -1.274 0.276
C 4.695 5.460 3.545 -1.053
C 5.913 4.893 4.262 -0.405
C 7.212 5.076 3.476 -0.442
C 7.228 4.291 2.235 0.292
N 7.239 3.674 1.252 -0.425
H 4.501 4.933 2.606 0.263
H 3.806 5.355 4.175 0.320
H 4.829 6.523 3.322 0.306
H 5.745 3.831 4.476 0.293
H 6.014 5.402 5.228 0.300
H 8.052 4.759 4.107 0.266
H 7.368 6.137 3.250 0.280
```

Calculated values
2S+1: 1
HOMO (eV): -1.60
Total charge: -1
Frontier orbital gap (eV): 3.68

---

Number 1: largest force on an atom 0.0226 Eh/bohr. Number 2: largest force on an atom 0.0968 Eh/bohr. Number 3: largest force on an atom 0.0755 Eh/bohr. Number 4: largest force on an atom 0.0792 Eh/bohr. Number 5: largest force on an atom 0.0252 Eh/bohr. Number 6: largest force on an atom 0.0548 Eh/bohr.